Molecular formula: C5H12N2S
Method: DFT, the ωB97M-V functional and the def2-TZVPD basis

Last column: Mulliken charge in e.
Atoms and positions in Å:
C1 -2.442 -0.734 -0.434  -0.831
N1 -1.374 0.219 -0.389  -0.432
C2 -0.314 -0.148 0.556  -0.238
C3 0.611 -1.272 0.180  -0.617
C4 1.555 -0.201 -0.496  -0.310
S1 3.370 -0.352 -0.334  -0.186
C5 0.862 0.837 0.333  0.065
N2 0.648 2.206 -0.242  -0.771
H1 -2.986 -0.805 0.555  0.280
H2 -1.942 -1.690 -0.584  0.251
H3 -3.068 -0.523 -1.315  0.317
H4 -1.673 1.139 -0.133  0.234
H5 -0.694 -0.160 1.570  0.486
H6 1.017 -1.636 1.143  0.231
H7 0.199 -2.096 -0.479  0.321
H8 1.285 -0.199 -1.580  0.267
H9 3.268 -0.545 0.976  0.086
H10 1.492 0.943 1.262  0.268
H11 -0.083 2.168 -1.028  0.312
H12 0.269 2.847 0.437  0.265

Values from the calculation:
HOMO energy   -8.92 eV
Kohn-Sham gap   0.3618 Eh
ΔE to the lowest compared entry with this formula, charge and spin   92.5 kJ/mol
SMILES   CN[C@H]1C[C@H](S)[C@H]1N
Energy   -19193.7567 eV
Largest force on an atom   2.28 eV/A
LUMO energy   0.0339 Eh
Charge   0

---

Molecular formula: C5H12N2S
Method: DFT, the ωB97M-V functional and the def2-TZVPD basis

Last column: Mulliken charge in e.
Atoms and positions in Å:
C1 0.422 0.761 -0.258  -0.319
C2 1.818 0.513 -0.754  -0.929
C3 -0.673 -0.177 -0.776  0.242
C4 -0.997 -1.399 0.041  -0.755
C5 -1.994 0.325 -0.386  -0.534
H1 0.738 1.926 1.644  0.287
H2 1.406 0.203 1.588  0.149
H3 0.390 1.922 -0.568  0.329
H4 1.720 -0.016 -1.759  0.308
H5 2.509 1.254 -0.657  0.491
H6 3.174 -0.789 1.058  0.108
H7 -0.629 -0.392 -1.830  0.631
H8 -0.457 -1.536 1.051  0.246
H9 -0.929 -2.455 -0.130  0.384
H10 -2.802 -1.038 1.243  0.267
H11 -1.976 1.168 0.358  0.263
H12 -2.263 0.920 -1.378  0.244
N1 0.576 0.850 1.266  -0.501
N2 -2.482 -0.968 0.273  -0.643
S1 2.449 -1.071 -0.027  -0.268

Values from the calculation:
HOMO energy   -8.33 eV
Kohn-Sham gap   0.3306 Eh
ΔE to the lowest compared entry with this formula, charge and spin   382.6 kJ/mol
Energy   -19190.7500 eV
Largest force on an atom   5.94 eV/A
LUMO energy   0.0245 Eh
Charge   0